(1)
# BF4H16O8

9 unconnected molecules or ions with the total composition BF4H16O8 at a distorted geometry (ωB97M-V/def2-TZVPD, the Open Molecules 2025 dataset).

```
29
BF4H16O8, DFT ωB97M-V/def2-TZVPD
B 0.2068 0.0522 0.1806
F 1.2791 -0.2665 0.9596
F -1.0247 -0.2109 0.8782
F 0.1448 1.3913 -0.2568
F 0.1529 -0.7923 -0.9045
O 2.7073 1.8870 3.7765
H 2.5278 1.0311 3.3873
H 1.8424 2.2496 3.9683
O 2.4890 5.1921 -2.3066
H 3.3651 4.8089 -2.2630
H 1.9221 4.4657 -2.5660
O 0.7195 -4.5413 -0.8081
H 0.5314 -4.5068 0.1298
H 0.5822 -3.6446 -1.1136
O -2.4600 4.2083 0.0741
H -1.8568 3.6009 -0.3544
H -3.2815 4.1104 -0.4074
O 3.8507 -0.0297 -1.7803
H 3.0998 0.0218 -1.1890
H 3.9859 -0.9676 -1.9155
O -2.6837 -1.8465 -3.4646
H -2.3240 -1.3234 -2.7482
H -1.9401 -2.3559 -3.7866
O -0.0487 -3.9075 2.7722
H 0.0248 -2.9639 2.6297
H 0.4697 -4.0724 3.5598
O -5.1151 -0.3824 1.2545
H -4.8976 -1.2654 0.9556
H -4.2692 0.0576 1.3385
```

Values from the calculation:
M, g/mol: 230.9
Gap between HOMO and LUMO, eV: 11.403
Energy above the lowest of the compared OMol25 structures with the same formula, charge and spin, kcal/mol: 25.8
Spin multiplicity: 1
Energy, eV: -28195.290
Net charge: -1
Strongest force on any atom, eV Å⁻¹: 2.51


(2)
# C2H4N2O3

C2H4N2O3 in the gas phase at a distorted geometry (ωB97M-V/def2-TZVPD, the Open Molecules 2025 dataset).

```
11
C2H4N2O3, DFT ωB97M-V/def2-TZVPD
O -2.4698 0.2795 -0.0557
N -1.5898 -0.8838 -0.3687
C -0.4058 -0.4776 0.0689
N 0.0558 0.9945 0.3574
O 1.2571 0.8063 -0.6230
C 1.7682 -0.3071 0.0104
O 0.6837 -1.1901 0.0096
H -3.3860 0.0744 0.0146
H -0.5632 1.7159 -0.1595
H 2.5489 -0.9178 -0.4202
H 2.1010 -0.0941 1.1662
```

Values from the calculation:
SMILES string: O/N=C1\NOCO1
M, g/mol: 104.1
Gap between HOMO and LUMO, eV: 10.178
Energy above the lowest of the compared OMol25 structures with the same formula, charge and spin, kcal/mol: 148.2
Spin multiplicity: 1
Energy, eV: -11256.140
Strongest force on any atom, eV Å⁻¹: 4.16


(3)
# C3H10N2

2 unconnected molecules or ions with the total composition C3H10N2 at a distorted geometry (ωB97M-V/def2-TZVPD, the Open Molecules 2025 dataset).

```
15
C3H10N2, DFT ωB97M-V/def2-TZVPD
C 2.5400 0.1637 0.3810
C 1.8718 1.0360 -0.4742
H 2.1098 0.0397 1.3711
H 3.6008 0.0156 0.2378
H 0.8147 1.2619 -0.5079
H 2.3365 1.1864 -1.4589
N -1.4288 -1.6246 -0.0402
C -1.3818 -0.3228 0.6632
N -1.4632 0.8472 -0.1376
H -2.3393 -1.8042 -0.4261
H -0.6587 -1.8593 -0.6425
H -2.2114 -0.4368 1.3650
H -0.4508 -0.3635 1.2311
H -0.9926 0.6875 -1.0295
H -2.3470 1.1732 -0.5323
```

Values from the calculation:
M, g/mol: 74.1
Gap between HOMO and LUMO (alpha / beta), eV: 2.765 / 7.671
Energy above the lowest of the compared OMol25 structures with the same formula, charge and spin, kcal/mol: 44.1
Spin multiplicity: 2
Energy, eV: -6250.090
Net charge: -1
Strongest force on any atom, eV Å⁻¹: 2.33


(4)
# C42H68FN3O3S

3 unconnected molecules or ions with the total composition C42H68FN3O3S at a distorted geometry (ωB97M-V/def2-TZVPD, the Open Molecules 2025 dataset).

```
118
C42H68FN3O3S, DFT ωB97M-V/def2-TZVPD
C -4.4743 1.0258 3.2562
C -4.6268 1.2301 1.7294
C -3.9058 0.1721 0.8895
F -4.8698 -0.4452 0.0790
C -2.7741 0.6615 -0.0067
C -2.8621 0.3771 -1.3682
C -1.8675 0.7782 -2.2360
C -0.7505 1.4433 -1.7578
C -0.6202 1.7320 -0.4064
C -1.6524 1.3406 0.4713
C -1.5201 1.6178 1.9554
N 0.5092 2.3758 0.1736
C 1.4358 3.0738 -0.6500
C 2.3342 3.9450 -0.0047
C 2.3246 4.1353 1.4976
C 3.5349 3.4782 2.2028
C 4.8199 4.3065 2.1476
C 5.9209 3.8101 3.1094
C 6.1274 2.2854 3.1407
C 7.5418 1.9367 3.6514
C 8.5562 1.7450 2.5130
O 9.6694 0.9667 2.9099
C 9.4256 -0.4234 2.8939
C 3.2707 4.6461 -0.7540
C 3.3585 4.5013 -2.1304
C 2.4747 3.6493 -2.7676
C 1.5351 2.9437 -2.0311
S 0.4844 1.8605 -2.9539
H -3.5893 0.4379 3.5006
H -4.3716 1.9813 3.7686
H -5.3263 0.4842 3.6639
H -4.3019 2.2312 1.4515
H -5.6901 1.1710 1.5043
H -3.5180 -0.6350 1.5196
H -3.7080 -0.1570 -1.7724
H -1.9516 0.5479 -3.2906
H -0.5992 2.1296 2.2089
H -2.3317 2.2567 2.3006
H -1.5810 0.6785 2.5089
H 0.9721 1.7518 0.8219
H 2.3633 5.2066 1.7035
H 1.4107 3.7201 1.9153
H 3.2731 3.3260 3.2560
H 3.7287 2.4873 1.7846
H 4.6091 5.3491 2.3945
H 5.2424 4.2441 1.1430
H 6.8593 4.2454 2.7495
H 5.7608 4.2060 4.1143
H 5.3709 1.8363 3.7840
H 6.0298 1.8962 2.1235
H 7.9131 2.7544 4.2732
H 7.5206 1.0437 4.2774
H 8.0718 1.3039 1.6344
H 8.9632 2.7166 2.2271
H 10.2268 -0.9344 2.3538
H 8.4914 -0.6750 2.3825
H 9.3870 -0.8392 3.9045
H 3.9588 5.3255 -0.2697
H 4.0945 5.0419 -2.7093
H 2.5102 3.5317 -3.8437
C 3.2467 -4.0384 1.1188
C 4.0237 -2.9352 1.8589
C 3.0729 -1.8575 2.3824
C 2.4858 -0.9915 1.2709
C 3.5868 -0.3870 0.4021
C 4.5897 -1.4069 -0.1344
N 5.0503 -2.3011 0.9744
O 5.9778 -1.7341 1.6756
C 3.9760 -2.2214 -1.2875
C 5.7906 -0.6724 -0.7249
C 4.7313 -3.6125 3.0284
H 2.7314 -4.6686 1.8438
H 2.4818 -3.6617 0.4448
H 3.9253 -4.6737 0.5486
H 3.6199 -1.2135 3.0791
H 2.2743 -2.3328 2.9567
H 1.7873 -1.5687 0.6587
H 1.9022 -0.1816 1.7194
H 3.1347 0.1490 -0.4379
H 4.1238 0.3607 0.9967
H 4.6180 -3.0643 -1.5464
H 3.8821 -1.5901 -2.1710
H 2.9795 -2.6005 -1.0758
H 6.2383 0.0197 -0.0137
H 5.4626 -0.0958 -1.5900
H 6.5599 -1.3737 -1.0507
H 5.4380 -4.3648 2.6748
H 3.9886 -4.1083 3.6536
H 5.2710 -2.9017 3.6502
C -7.7959 -1.3630 -1.5387
C -7.2398 -2.3630 -2.5677
C -6.6673 -1.6214 -3.7766
C -7.7468 -0.9941 -4.6579
C -8.7773 -2.0396 -5.0872
C -9.3745 -2.8341 -3.9212
N -8.2873 -3.3274 -3.0219
O -7.7698 -4.4296 -3.4559
C -10.3865 -1.9741 -3.1427
C -10.1491 -4.0318 -4.4633
C -6.1295 -3.1256 -1.8538
H -6.9681 -0.8839 -1.0175
H -8.3843 -0.5606 -1.9763
H -8.4084 -1.8716 -0.7927
H -6.0818 -2.3225 -4.3803
H -5.9737 -0.8543 -3.4232
H -8.2367 -0.1668 -4.1377
H -7.2826 -0.5614 -5.5464
H -9.5921 -1.5591 -5.6337
H -8.3007 -2.7364 -5.7840
H -10.6731 -2.4655 -2.2120
H -11.2888 -1.8420 -3.7403
H -10.0252 -0.9768 -2.9073
H -9.5398 -4.6518 -5.1171
H -11.0011 -3.6722 -5.0410
H -10.5242 -4.6567 -3.6518
H -6.5226 -3.6790 -0.9994
H -5.3917 -2.4129 -1.4858
H -5.6201 -3.8276 -2.5107
```

Values from the calculation:
M, g/mol: 714.1
Gap between HOMO and LUMO (alpha / beta), eV: 7.972 / 7.842
Spin multiplicity: 3
Energy, eV: -68819.890
Strongest force on any atom, eV Å⁻¹: 1.62


(5)
# C2H35N2O14

A molecular structure, C2H35N2O14 at a distorted geometry (ωB97M-V/def2-TZVPD, the Open Molecules 2025 dataset).

```
53
C2H35N2O14, DFT ωB97M-V/def2-TZVPD
C 0.6347 -1.6937 -1.7698
C 0.7234 -0.9638 -0.6367
N 0.3697 0.4642 -0.7561
N 1.1272 -2.9699 -1.8182
H 0.2344 -1.2069 -2.6634
H 1.1295 -1.3861 0.2543
H 1.1672 0.8942 -1.2356
H -0.5286 0.5812 -1.2174
H 0.3882 0.9169 0.1751
H 1.4032 -3.4230 -0.9416
H 0.7691 -3.6746 -2.4439
H -2.8448 0.0455 1.9826
H -4.1886 0.8746 2.1646
O -3.2940 0.7407 2.4734
H 1.3769 0.8248 2.1393
H 1.6282 1.5057 0.8813
O 1.0840 0.7770 1.2169
H -0.7829 2.3395 0.7296
H -0.0814 3.1256 -0.4148
O -0.3686 2.2324 -0.1594
H 2.9936 -1.7138 -2.3546
H 4.2760 -0.7780 -2.5593
O 3.3190 -0.8268 -2.5637
H 1.3313 1.3366 -4.0466
H -0.0587 1.9379 -3.6634
O 0.4864 1.1302 -3.6374
H -0.6489 2.2135 2.9049
H -2.1198 2.3632 2.3718
O -1.2370 2.7546 2.3548
H -1.2701 2.8934 -1.3946
H -0.9319 3.9935 -2.3581
O -1.2096 3.0691 -2.3386
H -0.0821 0.7248 5.0524
H 1.3899 0.9533 4.6919
O 0.4841 1.0338 4.3463
H 0.7148 -5.0825 1.0904
H 1.0703 -3.7004 1.5598
O 0.9154 -4.2121 0.7562
H -0.6078 -4.4912 3.3295
H 0.1964 -3.1510 3.2807
O 0.2560 -4.1226 3.1708
H 1.3359 -1.6011 1.7803
H 0.3126 -0.7007 2.3811
O 0.7194 -1.5494 2.5444
H -3.2947 -2.5248 -0.3922
H -3.1801 -2.8042 -1.7969
O -3.0521 -2.0489 -1.2015
H 2.3331 3.4079 -3.4985
H 2.1610 4.2645 -2.3264
O 1.9236 3.3746 -2.6212
H -2.4868 1.5200 -0.3033
H -3.0921 1.4581 -1.6293
O -2.8940 0.8743 -0.8896
```

Values from the calculation:
M, g/mol: 311.3
Gap between HOMO and LUMO, eV: 7.863
Energy above the lowest of the compared OMol25 structures with the same formula, charge and spin, kcal/mol: 131.0
Spin multiplicity: 1
Energy, eV: -34278.087
Net charge: +1
Strongest force on any atom, eV Å⁻¹: 6.75


(6)
# H34O17

17 unconnected molecules or ions with the total composition H34O17 at a distorted geometry (ωB97M-V/def2-TZVPD, the Open Molecules 2025 dataset).

```
51
H34O17, DFT ωB97M-V/def2-TZVPD
O 14.9270 -24.3890 17.4990
H 13.9850 -24.5990 17.3110
H 15.4140 -25.2280 17.4040
O 13.8920 -23.1600 12.3210
H 13.0960 -23.5830 11.9680
H 14.5640 -23.8490 12.2610
O 15.2590 -25.6180 12.4420
H 16.0850 -25.9990 12.6730
H 14.8490 -25.6450 13.2840
O 15.9250 -26.9490 17.0510
H 16.7590 -27.2950 17.3960
H 16.0610 -26.9100 16.0810
O 16.4910 -22.4930 13.0930
H 16.2660 -22.6090 12.1810
H 16.3230 -21.5850 13.2470
O 19.4490 -23.3370 16.7140
H 18.8580 -22.7180 16.2550
H 19.8490 -23.7290 15.9710
O 19.3230 -26.2570 16.3080
H 20.1120 -26.0550 16.8160
H 18.6380 -25.7540 16.7610
O 17.8510 -21.3690 15.6130
H 17.9570 -20.7870 14.8520
H 17.1480 -21.1450 16.1860
O 18.9430 -21.5710 12.5200
H 18.2840 -22.0710 12.9910
H 18.4880 -21.1590 11.7980
O 16.9650 -22.3680 18.6870
H 16.3630 -22.0000 18.0050
H 17.0120 -23.3070 18.3910
O 13.9590 -22.2860 14.8370
H 13.3780 -21.5500 14.8740
H 13.9120 -22.6420 13.9720
O 13.9240 -25.1040 14.8620
H 13.0040 -24.9010 14.6930
H 14.2390 -24.2020 15.1120
O 16.7390 -26.6480 14.3860
H 17.6820 -26.6710 14.3920
H 16.4360 -25.7810 14.6280
O 16.6610 -24.0980 15.3510
H 16.0610 -23.9910 16.1160
H 16.3240 -23.5020 14.6580
O 17.7690 -24.9130 17.9980
H 18.2020 -25.2180 18.7730
H 18.3580 -24.2030 17.7370
O 19.0480 -24.4980 14.1190
H 19.5430 -25.1550 14.5750
H 18.3030 -24.2800 14.6940
O 15.4460 -21.2130 16.8990
H 15.0450 -20.5910 17.5300
H 14.9120 -21.2980 16.1410
```

Values from the calculation:
M, g/mol: 306.3
Gap between HOMO and LUMO, eV: 9.591
Energy above the lowest of the compared OMol25 structures with the same formula, charge and spin, kcal/mol: 24.3
Spin multiplicity: 1
Energy, eV: -35360.958
Strongest force on any atom, eV Å⁻¹: 2.50


What is the strongest force on any atom in the first record?
2.51 eV Å⁻¹